[1]
Entry from the OMol25 dataset: 2 unconnected molecules or ions with the total composition C5H15NO2 (ωB97M-V with the def2-TZVPD basis set).

Each line ends with the Löwdin charge.
Element x y z (Å)
C1 -1.7429 0.5489 -1.5743  -0.11
C2 -1.8642 0.9933 -0.1250  -0.25
C3 -0.6919 0.5265 0.7275  -0.24
N1 0.5408 1.2460 0.3570  -0.08
C4 1.7398 0.6747 0.9973  -0.21
C5 2.2315 -0.4939 0.1566  -0.26
O1 2.4216 -0.0862 -1.1844  -0.07
H1 -2.6077 0.8449 -2.1701  0.07
H2 -0.8705 1.0073 -2.0393  0.07
H3 -1.6635 -0.5372 -1.6330  0.07
H4 -2.7674 0.5817 0.3334  0.10
H5 -1.9419 2.0834 -0.0769  0.10
H6 -0.8944 0.6252 1.7993  0.12
H7 -0.5128 -0.5244 0.5248  0.08
H8 0.4278 2.2118 0.6537  0.11
H9 2.4902 1.4662 1.0113  0.12
H10 1.5422 0.3714 2.0330  0.11
H11 3.1864 -0.8557 0.5418  0.12
H12 1.5130 -1.3147 0.2131  0.09
H13 1.6732 0.4843 -1.3553  0.05
O2 -0.6617 -2.9477 0.4449  -0.04
H14 -0.8904 -3.1014 -0.4782  0.04
H15 -0.6572 -3.8045 0.8429  0.02

Its molar mass is 121.18 g/mol. Its total energy is -11013.1110 eV. The calculation puts the HOMO-LUMO gap at 9.7388 eV. For the highest occupied orbital energy, the calculation gives -9.11 eV. The calculation puts the lowest unoccupied orbital energy at 0.63 eV. As for the energy above the lowest of the compared OMol25 structures with the same formula, charge and spin: 19.26 kcal per mole. Its structure (SMILES) is CCCNCCO.O. As for the spin multiplicity: 1.

[2]
Entry from the OMol25 dataset: 10 unconnected molecules or ions with the total composition C48H80N4O20 at a distorted geometry (ωB97M-V with the def2-TZVPD basis set).

Each line ends with the Löwdin charge.
Element x y z (Å)
O1 -11.3759 -6.1799 4.2903  0.07
N1 -10.2916 -5.7586 3.9307  -0.34
O2 -10.0785 -5.1468 2.9076  0.09
C1 -9.0806 -6.1633 4.6678  -0.14
C2 -9.1978 -7.2590 5.5214  0.00
C3 -8.1103 -7.6485 6.3044  -0.06
C4 -6.8912 -7.0116 6.1183  -0.08
C5 -6.7489 -5.9637 5.2271  -0.06
C6 -7.8517 -5.5666 4.4743  -0.01
H1 -10.1556 -7.7433 5.6478  0.12
H2 -8.2577 -8.4439 7.0200  0.11
H3 -6.0941 -7.2512 6.8124  0.11
H4 -5.7839 -5.5040 5.0720  0.11
H5 -7.6417 -4.8395 3.7037  0.11
O3 -17.7961 -4.3837 8.0931  0.06
N2 -16.6030 -4.3733 8.3568  -0.34
O4 -15.8843 -3.4144 8.1883  0.09
C7 -16.0710 -5.6529 8.8572  -0.15
C8 -14.6863 -5.8236 8.9281  -0.03
C9 -14.1303 -7.0010 9.3866  -0.05
C10 -15.0271 -8.0025 9.8118  -0.07
C11 -16.3914 -7.8609 9.7093  -0.05
C12 -16.9332 -6.6528 9.2806  0.01
H6 -14.0468 -4.9747 8.7197  0.12
H7 -13.0514 -7.0340 9.3885  0.11
H8 -14.6381 -8.9011 10.2754  0.10
H9 -17.1033 -8.5818 10.0863  0.12
H10 -18.0050 -6.5469 9.2015  0.09
O5 -18.6106 -6.0162 4.4828  0.08
N3 -17.5834 -5.9441 5.1236  -0.32
O6 -17.3981 -6.5494 6.1603  0.06
C13 -16.4612 -5.1551 4.5997  -0.11
C14 -16.5894 -4.4977 3.3798  -0.01
C15 -15.4895 -3.8804 2.8117  -0.07
C16 -14.2457 -3.9495 3.3993  -0.05
C17 -14.1419 -4.5324 4.6463  -0.06
C18 -15.2091 -5.1447 5.2506  0.02
H11 -17.5543 -4.5410 2.8924  0.11
H12 -15.6014 -3.3134 1.8959  0.11
H13 -13.4435 -3.4264 2.8982  0.09
H14 -13.2197 -4.4376 5.2021  0.08
H15 -15.0632 -5.5451 6.2434  0.10
O7 -25.7206 -7.7358 5.0543  0.07
N4 -25.3245 -6.6922 4.5578  -0.35
O8 -26.0195 -5.6961 4.4833  0.08
C19 -24.0067 -6.7199 3.9239  -0.15
C20 -23.4129 -5.5160 3.5249  0.00
C21 -22.1485 -5.5152 2.9964  -0.07
C22 -21.4468 -6.7192 2.8897  -0.08
C23 -22.0251 -7.9215 3.2740  -0.05
C24 -23.3398 -7.9136 3.8014  0.01
H16 -23.9558 -4.5937 3.6807  0.12
H17 -21.6123 -4.5822 2.8861  0.11
H18 -20.4493 -6.7385 2.4708  0.08
H19 -21.5043 -8.8655 3.2109  0.09
H20 -23.7042 -8.8941 4.0678  0.12
C25 -5.5407 -0.9009 3.7975  -0.11
O9 -6.8524 -0.7940 4.2990  -0.20
C26 -7.7013 -1.9062 4.0505  -0.19
C27 -8.9940 -1.6339 4.7756  -0.20
O10 -9.7237 -2.8370 4.8374  -0.21
C28 -10.7035 -2.9155 5.8482  -0.09
H21 -5.5191 -0.9632 2.7064  0.09
H22 -5.0329 -1.7756 4.2177  0.08
H23 -4.9779 -0.0255 4.1138  0.09
H24 -7.2096 -2.7893 4.4651  0.11
H25 -7.8714 -1.9465 2.9707  0.13
H26 -9.6246 -0.9284 4.2186  0.13
H27 -8.7773 -1.1044 5.7100  0.13
H28 -10.2405 -2.7022 6.8167  0.09
H29 -11.1832 -3.8911 5.8498  0.06
H30 -11.4852 -2.1565 5.7245  0.09
C29 -18.5956 -10.3568 0.9554  -0.10
O11 -19.1779 -10.5110 2.2309  -0.16
C30 -18.8758 -9.4441 3.1079  -0.21
C31 -17.4617 -9.4382 3.6523  -0.20
O12 -17.0188 -10.6506 4.2233  -0.16
C32 -17.8156 -11.1128 5.2892  -0.11
H31 -18.9613 -9.4871 0.4005  0.08
H32 -18.7835 -11.2673 0.3885  0.10
H33 -17.5114 -10.2474 0.9924  0.06
H34 -19.5965 -9.5118 3.9264  0.10
H35 -19.0610 -8.5025 2.5760  0.11
H36 -17.3077 -8.6118 4.3568  0.11
H37 -16.7832 -9.1907 2.8314  0.11
H38 -18.6186 -11.7564 4.9185  0.09
H39 -18.2866 -10.3307 5.8947  0.08
H40 -17.1489 -11.6710 5.9463  0.09
C33 -13.0691 4.7651 0.9364  -0.12
O13 -12.8504 3.3914 1.1731  -0.20
C34 -13.4780 2.9489 2.3646  -0.20
C35 -13.2734 1.4403 2.4936  -0.17
O14 -14.5103 0.8742 2.9059  -0.18
C36 -14.6824 -0.4469 2.4631  -0.13
H41 -12.7000 5.3227 1.8025  0.09
H42 -14.1215 4.9915 0.7399  0.09
H43 -12.5089 5.0514 0.0480  0.09
H44 -14.5241 3.2706 2.3437  0.12
H45 -13.0538 3.4966 3.2173  0.12
H46 -12.4997 1.2081 3.2320  0.12
H47 -12.9497 1.0223 1.5381  0.12
H48 -14.9281 -0.6660 1.4199  0.08
H49 -15.5274 -0.8855 3.0028  0.08
H50 -13.8116 -1.0015 2.8287  0.08
C37 -19.5547 -4.5796 0.2740  -0.11
O15 -18.2202 -4.9301 0.4302  -0.20
C38 -17.8640 -6.1542 -0.1555  -0.20
C39 -16.6141 -6.6966 0.5243  -0.19
O16 -16.4034 -8.0795 0.4765  -0.20
C40 -16.3798 -8.6619 -0.8051  -0.11
H51 -20.1565 -5.3420 0.7892  0.07
H52 -19.8592 -4.6080 -0.7819  0.09
H53 -19.8121 -3.5930 0.6537  0.09
H54 -17.7354 -5.9817 -1.2299  0.13
H55 -18.6716 -6.8901 -0.0312  0.12
H56 -16.5144 -6.3300 1.5455  0.11
H57 -15.7087 -6.2513 0.0812  0.13
H58 -17.3584 -8.5530 -1.2844  0.09
H59 -16.2482 -9.7280 -0.6273  0.09
H60 -15.6222 -8.3427 -1.5258  0.09
C41 -20.5249 -6.0158 9.2654  -0.09
O17 -20.1683 -7.3988 9.1672  -0.21
C42 -19.9213 -7.7808 7.8061  -0.20
C43 -21.0876 -7.6494 6.8212  -0.21
O18 -22.3867 -8.0027 7.2425  -0.17
C44 -22.5341 -9.3748 7.5079  -0.11
H61 -19.8455 -5.3608 8.7111  0.07
H62 -20.5447 -5.7311 10.3129  0.09
H63 -21.5089 -5.9316 8.7975  0.09
H64 -19.5858 -8.8171 7.7999  0.12
H65 -19.1141 -7.1191 7.4864  0.08
H66 -20.8005 -8.1799 5.9045  0.11
H67 -21.1461 -6.6111 6.4857  0.12
H68 -23.4907 -9.4608 8.0295  0.09
H69 -21.7972 -9.8569 8.1535  0.09
H70 -22.6703 -9.9458 6.5820  0.08
C45 -11.2176 -2.5419 1.1664  -0.11
O19 -12.0045 -1.5232 0.5544  -0.20
C46 -12.7709 -2.0131 -0.5525  -0.18
C47 -11.9976 -2.0087 -1.8545  -0.18
O20 -10.6952 -2.6070 -1.7704  -0.19
C48 -10.1350 -2.7154 -3.0442  -0.14
H71 -11.7877 -3.3874 1.5559  0.06
H72 -10.7795 -2.0059 2.0139  0.08
H73 -10.3569 -2.9325 0.6222  0.08
H74 -13.5951 -1.2973 -0.5412  0.12
H75 -13.1270 -3.0158 -0.2946  0.12
H76 -11.7232 -1.0020 -2.1874  0.13
H77 -12.6069 -2.5252 -2.6044  0.12
H78 -9.1687 -3.2191 -2.9965  0.09
H79 -9.9089 -1.7597 -3.5340  0.09
H80 -10.7629 -3.2960 -3.7283  0.09

Its molar mass is 1033.18 g/mol. Its total energy is -97964.0599 eV. The calculation puts the HOMO-LUMO gap at 8.6067 eV. For the highest occupied orbital energy, the calculation gives -9.22 eV. The calculation puts the lowest unoccupied orbital energy at -0.62 eV. As for the energy above the lowest of the compared OMol25 structures with the same formula, charge and spin: 3.87 kcal per mole. Its structure (SMILES) is O=[N+]([O-])c1ccccc1.O=[N+]([O-])c1ccccc1.O=[N+]([O-])c1ccccc1.O=[N+]([O-])c1ccccc1.COCCOC.COCCOC.COCCOC.COCCOC.COCCOC.COCCOC. As for the spin multiplicity: 1.

[3]
Entry from the OMol25 dataset: 2 unconnected molecules or ions with the total composition CH8N4 at a distorted geometry (ωB97M-V with the def2-TZVPD basis set).

Each line ends with the Löwdin charge.
Element x y z (Å)
C1 -0.2515 -1.5950 0.0195  -0.11
N1 -0.0928 0.5841 1.0231  -0.05
N2 -0.8222 -0.3243 0.4507  -0.15
N3 -0.6045 1.5265 -1.2312  -0.15
N4 1.1807 0.3156 1.2755  0.08
H1 -1.1695 0.3224 -0.5328  0.09
H2 1.6870 -0.3855 0.7446  0.09
H3 -0.9417 2.3863 -0.7978  -0.07
H4 -0.3143 1.8066 -2.1685  -0.08
H5 1.7050 1.1399 1.5207  0.11
H6 0.4775 -1.4327 -0.7868  0.08
H7 0.2164 -2.1405 0.8412  0.08
H8 -1.0703 -2.2032 -0.3583  0.08

Its molar mass is 76.10 g/mol. Its total energy is -7122.6399 eV. The calculation puts the HOMO-LUMO gap (spin up / spin down) at 7.4259 / 7.4273 eV. For the highest occupied orbital energy (spin up / spin down), the calculation gives -7.18 / -7.18 eV. The calculation puts the lowest unoccupied orbital energy (spin up / spin down) at 0.25 / 0.25 eV. As for the energy above the lowest of the compared OMol25 structures with the same formula, charge and spin: 116.03 kcal per mole. As for the spin multiplicity: 1.

[4]
Entry from the OMol25 dataset: a single C4H11PS2 molecule at a distorted geometry (ωB97M-V with the def2-TZVPD basis set).

Each line ends with the Löwdin charge.
Element x y z (Å)
C1 -1.8080 0.9108 0.1043  -0.11
C2 -0.7559 -0.2152 0.3797  -0.56
C3 -0.6907 -0.6142 1.9058  -0.13
P1 0.9725 0.3514 -0.1317  0.11
C4 1.2321 0.1381 -1.9271  -0.29
S1 1.8121 1.9210 0.6678  0.16
S2 2.0868 -1.4460 0.4528  0.45
H1 -1.7631 1.7128 0.7809  0.06
H2 -1.6621 1.3631 -0.8988  0.07
H3 -2.7405 0.4171 -0.0002  0.06
H4 -1.0817 -1.0941 -0.1234  0.09
H5 -0.0401 0.1765 2.3717  0.07
H6 -0.3243 -1.6449 1.7631  0.04
H7 -1.7796 -0.6000 2.1847  0.09
H8 2.1060 0.5426 -2.3395  0.03
H9 1.2628 -0.9384 -2.0878  0.02
H10 0.3511 0.5327 -2.4859  0.06
H11 2.8226 -1.5131 -0.6166  -0.22

Its molar mass is 154.24 g/mol. Its total energy is -35286.0826 eV. The calculation puts the HOMO-LUMO gap at 9.2061 eV. For the highest occupied orbital energy, the calculation gives -8.58 eV. The calculation puts the lowest unoccupied orbital energy at 0.62 eV. As for the energy above the lowest of the compared OMol25 structures with the same formula, charge and spin: 0.28 kcal per mole. Its structure (SMILES) is CC(C)[P@@](C)(=S)S. As for the spin multiplicity: 1.